ORCA calculation (ωB97M-V with the def2-TZVPD basis set) on a cluster of 2 separate species, C5H11N in total at a distorted geometry.

Calculated values
Orbital gap   0.331 Eh
Highest occupied orbital energy   -8.101 eV
ΔE to the lowest compared entry with this formula, charge and spin   451.5 kJ/mol

Bonds (Å) are listed after each position.
CARTESIAN COORDINATES (ANGSTROEM)
1 C 1.75228 1.09517 -0.03786  H7 1.077, H8 1.122, H9 1.085
2 C -0.41033 1.56130 0.37927  N3 1.368, H10 1.101, H11 1.093
3 N -1.04177 0.34738 0.37693  C2 1.368, C4 1.447, C5 1.425
4 C -0.64512 -0.72130 1.26895  N3 1.447, C5 1.499, H12 1.092, H13 1.091
5 C -0.31823 -0.73872 -0.19415  N3 1.425, C4 1.499, C6 1.509, H14 1.180
6 C -0.90239 -1.67414 -1.22414  C5 1.509, H15 1.094, H16 1.095, H17 1.097
7 H 2.05055 1.51417 0.90868  C1 1.077
8 H 2.51116 0.30308 -0.27198  C1 1.122
9 H 1.82353 1.80530 -0.85539  C1 1.085
10 H -0.51895 2.12076 1.32118  C2 1.101
11 H -0.59395 2.15643 -0.51891  C2 1.093
12 H 0.19240 -0.54496 1.94652  C4 1.092
13 H -1.49277 -1.25438 1.70220  C4 1.091
14 H 0.72451 -0.19706 -0.30456  C5 1.180
15 H -0.27546 -2.56695 -1.30833  C6 1.094
16 H -0.93717 -1.19736 -2.20947  C6 1.095
17 H -1.91829 -2.00872 -0.97895  C6 1.097

---

ORCA calculation (ωB97M-V with the def2-TZVPD basis set) on the molecule C18H18ClNO2S2 at a distorted geometry.

Calculated values
Orbital gap   0.298 Eh
Highest occupied orbital energy   -8.533 eV
ΔE to the lowest compared entry with this formula, charge and spin   218.2 kJ/mol
SMILES   O=C(OC1CCCCC1)c1cc(NC(=S)c2ccsc2)ccc1Cl

Bonds (Å) are listed after each position.
CARTESIAN COORDINATES (ANGSTROEM)
1 O -2.15472 -2.08886 1.75884  C2 1.222
2 C -1.33007 -1.55987 1.02871  O1 1.222, O3 1.404, C10 1.538
3 O -0.08378 -1.03395 1.40411  C2 1.404, C4 1.412
4 C 0.17770 -1.03526 2.79205  O3 1.412, C5 1.541, C9 1.602, H25 1.099
5 C 0.88847 -2.31958 3.26043  C4 1.541, C6 1.491, H26 1.102, H27 1.042
6 C 1.39926 -2.24346 4.65950  C5 1.491, C7 1.579, H28 1.044, H29 1.096
7 C 2.38228 -1.02316 4.85587  C6 1.579, C8 1.587, H30 1.029, H31 1.121
8 C 1.73571 0.38075 4.49714  C7 1.587, C9 1.542, H32 1.020, H33 1.093
9 C 1.13411 0.21620 3.08717  C4 1.602, C8 1.542, H34 1.040, H35 1.064
10 C -1.57356 -1.55266 -0.48964  C2 1.538, C11 1.407, C23 1.361
11 C -1.23813 -0.37624 -1.18446  C10 1.407, C12 1.360, H36 1.094
12 C -1.23151 -0.17568 -2.52935  C11 1.360, N13 1.441, C21 1.411
13 N -0.86197 1.11024 -3.06445  C12 1.441, C14 1.474, H37 1.045
14 C -0.38381 1.56570 -4.38172  N13 1.474, S15 1.641, C16 1.392
15 S -0.27706 0.57943 -5.68831  C14 1.641
16 C 0.03026 2.88781 -4.51238  C14 1.392, C17 1.491, C20 1.367
17 C -0.83124 4.03502 -4.10694  C16 1.491, C18 1.344, H38 1.098
18 C -0.39768 5.25869 -4.45317  C17 1.344, S19 1.837, H39 1.140
19 S 1.28675 5.10139 -5.16782  C18 1.837, C20 1.798
20 C 1.15536 3.30856 -5.16414  C16 1.367, S19 1.798, H40 1.086
21 C -1.70641 -1.30405 -3.23031  C12 1.411, C22 1.406, H41 1.077
22 C -2.14039 -2.48885 -2.60899  C21 1.406, C23 1.407, H42 1.063
23 C -2.12169 -2.57230 -1.20454  C10 1.361, C22 1.407, Cl24 1.802
24 Cl -2.78157 -4.07732 -0.46487  C23 1.802
25 H -0.77857 -0.88275 3.31167  C4 1.099
26 H 1.69051 -2.51514 2.52984  C5 1.102
27 H 0.32689 -3.14436 2.95893  C5 1.042
28 H 0.68868 -2.13268 5.41694  C6 1.044
29 H 2.01986 -3.12772 4.84198  C6 1.096
30 H 3.19373 -1.02370 4.22307  C7 1.029
31 H 2.78410 -1.09719 5.89940  C7 1.121
32 H 2.49886 1.05037 4.59109  C8 1.020
33 H 1.04633 0.47352 5.34087  C8 1.093
34 H 0.58381 1.07211 2.87014  C9 1.040
35 H 1.95862 0.33497 2.42550  C9 1.064
36 H -1.03797 0.44222 -0.48651  C11 1.094
37 H -0.65976 1.84532 -2.34961  N13 1.045
38 H -1.80327 3.84547 -3.63177  C17 1.098
39 H -1.03972 6.15742 -4.17108  C18 1.140
40 H 1.95777 2.61667 -5.40387  C20 1.086
41 H -1.88191 -1.25383 -4.29169  C21 1.077
42 H -2.62429 -3.25322 -3.16764  C22 1.063

---

ORCA calculation (ωB97M-V with the def2-TZVPD basis set) on a cluster of 12 separate species, C17H54BN22O16 in total at a distorted geometry.

Calculated values
Orbital gap   0.236 Eh
Highest occupied orbital energy   -4.725 eV
Net charge   -1

Bonds (Å) are listed after each position.
CARTESIAN COORDINATES (ANGSTROEM)
1 O -1.92716 3.40223 -1.29022  C2 1.277
2 C -2.32874 2.25587 -0.89680  O1 1.277, C3 1.582, H13 1.151
3 C -1.42515 1.11266 -0.28211  C2 1.582, B4 1.654, H14 1.153, H15 1.145
4 B -0.27195 1.62357 0.78760  C3 1.654, C5 1.657, O9 1.471, O12 1.496
5 C 1.14550 1.52458 -0.06447  B4 1.657, C6 1.603, H16 1.153, H17 1.144
6 C 1.64061 0.01184 -0.25544  C5 1.603, O7 1.262, O8 1.434
7 O 2.86613 -0.23170 -0.43110  C6 1.262
8 O 0.77501 -1.13113 -0.21477  C6 1.434, H18 0.987
9 O -0.64716 2.91834 1.37663  B4 1.471, C10 1.465
10 C -1.35202 2.49590 2.58949  O9 1.465, C11 1.635, H19 1.149, H20 1.133
11 C -0.15728 1.55029 3.18179  C10 1.635, O12 1.476, H21 1.137, H22 1.150
12 O 0.03757 0.74609 1.95919  B4 1.496, C11 1.476
13 H -3.44329 2.01228 -1.04688  C2 1.151
14 H -0.92446 0.59282 -1.18110  C3 1.153
15 H -2.10963 0.34847 0.22586  C3 1.145
16 H 1.95869 2.00976 0.59331  C5 1.153
17 H 1.14140 2.10980 -1.04780  C5 1.144
18 H 0.74239 -1.37984 0.73939  O8 0.987
19 H -2.14278 1.69503 2.35989  C10 1.149
20 H -1.66435 3.30348 3.31947  C10 1.133
21 H -0.45162 0.75401 3.93741  C11 1.137
22 H 0.83106 2.10565 3.37494  C11 1.150
23 C -5.14679 3.82477 2.52230  O24 1.218, N25 1.360, N26 1.359
24 O -4.29305 2.95666 2.49320  C23 1.218
25 N -6.04111 4.00766 1.51458  C23 1.360, H27 1.003, H28 1.006
26 N -5.27944 4.68675 3.56474  C23 1.359, H29 1.006, H30 1.003
27 H -6.75122 4.71614 1.51893  N25 1.003
28 H -5.97389 3.38809 0.72457  N25 1.006
29 H -4.63439 4.58258 4.33004  N26 1.006
30 H -5.97479 5.40837 3.60873  N26 1.003
31 C 0.58163 2.29275 7.04839  O32 1.220, N33 1.361, N34 1.355
32 O -0.03385 2.57864 6.03502  C31 1.220
33 N -0.01537 1.75393 8.14627  C31 1.361, H35 1.003, H36 1.006
34 N 1.91795 2.48794 7.16456  C31 1.355, H37 1.011, H38 1.003
35 H 0.47525 1.51261 8.98737  N33 1.003
36 H -1.00749 1.59348 8.09635  N33 1.006
37 H 2.39287 2.88466 6.36527  N34 1.011
38 H 2.44961 2.26104 7.98462  N34 1.003
39 C -2.50288 2.01902 -5.28468  O40 1.223, N41 1.360, N42 1.354
40 O -1.63456 1.15788 -5.30676  C39 1.223
41 N -3.39527 2.18323 -6.29830  C39 1.360, H43 1.003, H44 1.006
42 N -2.65127 2.88201 -4.25149  C39 1.354, H45 1.010, H46 1.003
43 H -4.11462 2.88200 -6.30123  N41 1.003
44 H -3.31639 1.56001 -7.08395  N41 1.006
45 H -2.01155 2.79296 -3.47441  N42 1.010
46 H -3.35744 3.59358 -4.21652  N42 1.003
47 C -1.88113 7.03577 -2.79974  O48 1.220, N49 1.357, N50 1.362
48 O -0.81172 6.60857 -3.20259  C47 1.220
49 N -2.76722 6.27065 -2.11429  C47 1.357, H51 1.003, H52 1.012
50 N -2.27871 8.32208 -3.00485  C47 1.362, H53 1.006, H54 1.003
51 H -3.64975 6.60769 -1.77736  N49 1.003
52 H -2.51194 5.30746 -1.93867  N49 1.012
53 H -1.64834 8.92155 -3.50981  N50 1.006
54 H -3.15242 8.69495 -2.68303  N50 1.003
55 C 1.40635 -1.69102 -4.32029  O56 1.225, N57 1.352, N58 1.359
56 O 1.40764 -1.68352 -5.54572  C55 1.225
57 N 0.62737 -0.86928 -3.58091  C55 1.352, H59 1.005, H60 1.010
58 N 2.19112 -2.52896 -3.59348  C55 1.359, H61 1.005, H62 1.006
59 H 0.61922 -0.86315 -2.57571  N57 1.005
60 H 0.02891 -0.22810 -4.08158  N57 1.010
61 H 2.78672 -3.15670 -4.10493  N58 1.005
62 H 2.20573 -2.55180 -2.58803  N58 1.006
63 C 4.48432 -6.09156 -2.83868  O64 1.225, N65 1.355, N66 1.357
64 O 3.45112 -6.61924 -2.44438  C63 1.225
65 N 5.59753 -6.00124 -2.07115  C63 1.355, H67 1.003, H68 1.006
66 N 4.60103 -5.55249 -4.07822  C63 1.357, H69 1.007, H70 1.004
67 H 6.45252 -5.57306 -2.37497  N65 1.003
68 H 5.54862 -6.39012 -1.14435  N65 1.006
69 H 3.79350 -5.60151 -4.67790  N66 1.007
70 H 5.43650 -5.11539 -4.42188  N66 1.004
71 C 0.18138 -7.07582 0.37274  O72 1.223, N73 1.354, N74 1.361
72 O -0.79565 -7.31254 1.06907  C71 1.223
73 N 0.08851 -6.52304 -0.85996  C71 1.354, H75 1.005, H76 1.012
74 N 1.45163 -7.34857 0.77710  C71 1.361, H77 1.006, H78 1.004
75 H 0.88218 -6.32345 -1.44255  N73 1.005
76 H -0.83850 -6.30336 -1.20098  N73 1.012
77 H 1.56448 -7.76010 1.68774  N74 1.006
78 H 2.26686 -7.16231 0.22120  N74 1.004
79 C 4.24946 2.56515 3.99775  O80 1.228, N81 1.357, N82 1.353
80 O 4.10333 2.47185 5.21342  C79 1.228
81 N 4.85101 3.63182 3.41345  C79 1.357, H83 1.004, H84 1.006
82 N 3.82176 1.61268 3.13708  C79 1.353, H85 1.007, H86 1.005
83 H 4.97907 3.72731 2.42272  N81 1.004
84 H 5.18190 4.36166 4.02123  N81 1.006
85 H 3.36828 0.80597 3.53338  N82 1.007
86 H 3.92954 1.66898 2.13974  N82 1.005
87 C -2.29387 -5.95024 -3.73436  O88 1.223, N89 1.358, N90 1.355
88 O -2.43925 -6.04918 -2.52394  C87 1.223
89 N -1.68735 -4.88160 -4.31290  C87 1.358, H91 1.004, H92 1.007
90 N -2.72285 -6.89792 -4.60254  C87 1.355, H93 1.006, H94 1.004
91 H -1.55770 -4.78078 -5.30320  N89 1.004
92 H -1.35385 -4.15477 -3.70014  N89 1.007
93 H -3.17688 -7.70664 -4.21325  N90 1.006
94 H -2.60853 -6.83510 -5.59781  N90 1.004
95 C 0.79963 -8.13544 -5.50513  O96 1.223, N97 1.357, N98 1.355
96 O -0.14664 -8.18137 -6.27889  C95 1.223
97 N 1.48890 -9.24076 -5.12342  C95 1.357, H99 1.004, H100 1.006
98 N 1.23993 -6.97581 -4.95942  C95 1.355, H101 1.007, H102 1.006
99 H 2.26646 -9.22266 -4.48867  N97 1.004
100 H 1.19112 -10.12180 -5.50647  N97 1.006
101 H 0.75248 -6.13343 -5.21777  N98 1.007
102 H 2.01392 -6.91479 -4.32006  N98 1.006
103 C 0.50754 6.74175 8.49103  O104 1.223, N105 1.355, N106 1.358
104 O 0.22442 7.87906 8.84158  C103 1.223
105 N -0.38783 5.91174 7.90310  C103 1.355, H107 1.005, H108 1.006
106 N 1.74560 6.20971 8.66030  C103 1.358, H109 1.006, H110 1.005
107 H -0.17264 4.97532 7.60893  N105 1.005
108 H -1.31729 6.26737 7.75862  N105 1.006
109 H 2.44028 6.79404 9.09332  N106 1.006
110 H 1.99748 5.27871 8.37862  N106 1.005

---

> The highest orbital gap belongs to which entry?

C5H11N

---

> Which of these has the highest highest occupied orbital energy?

C17H54BN22O16

---

> Which value of highest occupied orbital energy does entry 3 give?

-4.725 eV